Record 1
A molecular structure, C53H45N2O2PtS5. Source: the OMol25 dataset; level of theory: wB97M-V/def2-TZVPD.

Last column: Löwdin charge in e.
Geometry (Å):
1 Pt -1.26360 0.65978 0.60750  1.09
2 C 5.74850 1.47799 -0.05022  -0.04
3 C 4.73716 1.43767 1.10369  -0.55
4 C 5.40366 1.96158 2.38439  -0.03
5 C 4.32543 -0.01316 1.35145  -0.05
6 C 3.54243 2.32590 0.76193  -0.16
7 C 3.77359 3.68443 0.47678  -0.02
8 C 2.74137 4.55302 0.20032  -0.06
9 C 1.44290 4.05705 0.21003  -0.45
10 S -0.03001 4.91557 -0.10338  1.16
11 C -0.90433 3.46060 0.15567  -0.54
12 N -0.18084 2.41085 0.47413  -0.09
13 C 1.18050 2.71595 0.48665  -0.26
14 C 2.24305 1.84918 0.75131  0.04
15 C -2.31875 3.27218 -0.01682  -0.26
16 C -3.20104 4.32618 -0.25867  -0.05
17 C -4.54382 4.06093 -0.41516  -0.08
18 C -4.97622 2.74138 -0.31973  -0.05
19 C -4.08974 1.70236 -0.08072  -0.12
20 C -2.72195 1.92149 0.07575  -0.23
21 H 6.54694 0.75332 0.12048  0.09
22 H 6.21094 2.45976 -0.15050  0.08
23 H 5.26343 1.24412 -0.99990  0.07
24 H 6.28643 1.36431 2.62111  0.09
25 H 4.71398 1.90461 3.22842  0.09
26 H 5.71974 2.99920 2.27784  0.08
27 H 5.20895 -0.61434 1.57043  0.10
28 H 3.83603 -0.45143 0.47756  0.07
29 H 3.64614 -0.10033 2.20225  0.06
30 H 4.78493 4.06806 0.48187  0.11
31 H 2.93556 5.59637 -0.01025  0.12
32 H 2.02475 0.81606 0.97402  0.08
33 H -2.83265 5.34492 -0.31207  0.10
34 H -5.24738 4.86120 -0.59886  0.11
35 H -6.02988 2.51475 -0.43027  0.11
36 H -4.49102 0.71013 0.00040  0.05
37 S 1.77158 -1.65900 3.58449  1.16
38 C 1.13518 -0.19292 4.20557  -0.45
39 C 1.30209 0.34258 5.48236  -0.07
40 C 0.66021 1.52529 5.77066  -0.07
41 C -0.14432 2.15458 4.81068  -0.05
42 C -0.30711 1.62345 3.55116  -0.03
43 C 0.35541 0.43179 3.23324  -0.29
44 N 0.30676 -0.24709 2.01129  0.00
45 C 0.96807 -1.36531 2.06311  -0.47
46 C 1.17452 -2.39347 1.01497  -0.14
47 C 1.50402 -3.67762 1.47151  -0.07
48 C 1.78543 -4.74006 0.63319  -0.05
49 C 1.69286 -4.57400 -0.73425  -0.04
50 C 1.35012 -3.32903 -1.22923  0.00
51 C 1.13208 -2.25897 -0.37592  -0.16
52 H 1.91009 -0.16033 6.22197  0.11
53 H 0.76668 1.96598 6.75267  0.11
54 H -0.65749 3.07140 5.06800  0.11
55 H -0.95645 2.09456 2.82850  0.08
56 H 1.51389 -3.86148 2.53644  0.08
57 H 2.04055 -5.70049 1.05920  0.12
58 H 1.86071 -5.39801 -1.41386  0.12
59 H 1.20083 -3.18764 -2.29324  0.14
60 O -1.98779 -1.22112 0.55860  -0.39
61 C -3.25468 -1.82501 0.65276  -0.59
62 C -3.76981 -2.23694 -0.73271  -0.45
63 C -4.31485 -3.43398 -1.09489  -0.13
64 C -4.64221 -3.51680 -2.47726  -0.17
65 C -4.32368 -2.38087 -3.14851  -0.41
66 S -3.63425 -1.20824 -2.11002  1.07
67 C -3.11467 -3.11579 1.45203  -0.47
68 C -3.87572 -3.58510 2.48093  -0.11
69 C -3.45431 -4.86184 2.94811  -0.17
70 C -2.38389 -5.33637 2.25767  -0.40
71 S -1.88926 -4.23904 1.04081  1.08
72 C -4.25576 -0.96228 1.39165  -0.52
73 C -5.60713 -0.90822 1.22960  -0.13
74 C -6.24321 -0.05614 2.17546  -0.17
75 C -5.35581 0.50000 3.04390  -0.39
76 S -3.75173 -0.00124 2.72201  1.06
77 H -4.49076 -4.23321 -0.38924  0.11
78 H -5.09040 -4.38306 -2.94169  0.10
79 H -4.46558 -2.16469 -4.19536  0.06
80 H -4.71245 -3.03884 2.89147  0.12
81 H -3.93056 -5.39619 3.75714  0.10
82 H -1.86448 -6.27090 2.39887  0.06
83 H -6.12373 -1.45110 0.44971  0.13
84 H -7.30628 0.13349 2.20359  0.10
85 H -5.55810 1.19059 3.84670  0.07
86 C 1.37519 1.22174 -7.18573  -0.02
87 C 1.49526 0.79205 -5.75967  -0.20
88 C 2.71634 0.33176 -5.25503  0.02
89 C 2.84691 -0.08757 -3.95404  -0.16
90 C 4.18850 -0.57974 -3.48564  -0.02
91 C 1.68076 -0.06423 -3.11026  -0.07
92 C 1.81846 -0.75482 -1.91365  0.00
93 O 0.88954 -1.03218 -1.04239  0.06
94 C 0.44794 0.48917 -3.59512  -0.14
95 C -0.71226 0.70799 -2.69975  -0.04
96 C 0.38895 0.87886 -4.91380  0.02
97 H 2.28557 1.02742 -7.74746  0.09
98 H 1.15733 2.29063 -7.23481  0.10
99 H 0.54368 0.70500 -7.66700  0.10
100 H 3.57703 0.30204 -5.91080  0.13
101 H 4.92172 -0.45063 -4.27774  0.09
102 H 4.17249 -1.64126 -3.22934  0.10
103 H 4.53862 -0.02912 -2.61295  0.07
104 H 2.79647 -1.15970 -1.67304  0.13
105 H -0.41716 1.34709 -1.86638  0.07
106 H -1.08693 -0.21260 -2.24790  0.04
107 H -1.53368 1.18330 -3.23159  0.10
108 H -0.54051 1.28185 -5.29718  0.13

Cartesian forces, eV/Å:
0.5 0.1 0.5
0.0 0.0 0.0
0.0 0.0 0.0
0.0 0.0 0.0
0.0 0.1 0.0
0.1 0.0 0.0
-0.1 0.0 0.0
0.0 0.0 0.0
0.0 0.1 0.0
0.0 0.0 0.0
-0.1 0.0 -0.1
-0.1 0.0 -0.3
0.1 0.0 0.1
0.0 -0.1 0.0
0.0 0.0 0.0
0.0 0.0 0.0
0.0 0.0 0.0
0.0 0.0 0.0
0.0 0.1 -0.2
-0.1 0.0 -0.3
0.0 0.0 0.0
0.0 0.0 0.0
0.0 0.0 0.0
0.0 0.0 0.0
0.0 0.0 0.0
0.0 0.0 0.0
0.0 0.0 0.0
0.0 0.0 -0.1
0.0 0.0 -0.1
0.0 0.0 0.0
0.0 0.0 0.0
0.0 0.1 0.0
0.0 0.0 0.0
0.0 0.0 0.0
0.0 0.0 0.0
0.0 0.0 -0.2
0.0 -0.1 -0.1
0.0 0.1 0.1
0.0 0.0 0.0
0.0 0.0 0.0
0.0 0.0 0.0
0.0 0.0 0.0
0.0 0.1 0.0
-0.4 -0.4 -0.3
0.1 0.1 -0.1
0.0 -0.1 -0.1
0.0 0.0 0.0
0.0 0.0 0.1
-0.1 0.0 -0.1
-0.1 0.0 0.0
0.0 -0.1 0.2
0.0 0.0 0.0
0.0 0.0 0.0
0.0 0.0 0.0
0.0 0.0 0.0
0.0 0.0 0.0
0.0 0.0 0.0
0.0 0.0 0.0
0.1 0.0 0.0
-0.2 -0.1 0.0
0.2 0.1 -0.1
0.1 0.0 0.0
-0.2 0.1 0.0
0.0 0.0 0.0
0.0 0.0 0.0
0.0 0.1 0.2
0.0 0.1 0.2
0.0 0.0 0.0
0.0 0.0 0.0
0.0 0.0 0.0
0.3 -0.1 0.0
-0.1 -0.3 0.1
0.0 -0.1 0.1
0.0 0.0 0.0
0.0 0.0 0.0
0.0 -0.1 0.1
0.0 0.0 0.0
0.0 0.0 0.0
0.0 0.0 0.0
0.0 0.0 0.0
0.0 0.0 0.0
0.0 0.0 0.0
0.0 0.0 0.0
0.0 0.0 0.0
0.0 0.0 0.0
0.0 0.0 0.0
0.0 0.0 0.0
0.0 0.0 0.0
0.0 0.0 0.0
0.0 0.0 0.0
0.0 0.0 0.0
0.1 0.2 0.1
0.0 0.1 0.0
0.1 0.0 0.0
-0.1 0.0 0.0
0.0 0.0 0.0
0.0 0.0 0.0
0.0 0.0 0.0
0.0 0.0 0.0
0.0 0.0 0.0
0.0 0.0 0.0
0.0 0.0 0.0
0.0 0.0 0.0
0.0 -0.1 0.0
0.0 0.0 0.0
0.1 0.0 0.0
0.0 0.0 0.0
0.0 0.0 0.0

Computed properties:
- Max |F|: 0.7 eV/Å
- Multiplicity: 1
- Relative energy (zero: lowest compared OMol25 entry of this formula, charge and spin): 50.03 kcal per mole
- LUMO: -4.511 eV
- Charge: +1


Record 2
A molecular structure, C3H6S at a distorted geometry. Source: the OMol25 dataset; level of theory: wB97M-V/def2-TZVPD.

Last column: natural (NBO) charge in e.
Geometry (Å):
1 C -1.83043 0.51159 -0.17644  -0.76
2 C 0.82964 0.38048 0.21653  -0.45
3 C 2.10888 0.13667 -0.10493  -0.44
4 H -2.08092 0.78751 0.98851  0.22
5 H -1.27958 1.68222 -0.56969  0.24
6 H -2.68298 -0.01953 -0.64130  0.25
7 H 0.51439 1.45597 0.50512  0.21
8 H 2.25536 -0.86568 -0.52202  0.20
9 H 2.82492 1.04836 -0.28622  0.22
10 S -0.38748 -0.64133 0.05717  0.31

Cartesian forces, eV/Å:
2.3 3.4 3.3
3.3 5.5 0.4
0.2 1.6 -0.9
0.0 -0.6 -3.0
-2.4 -3.9 0.5
0.7 0.8 -0.2
0.7 -1.7 -0.3
0.8 0.5 0.1
-1.2 -2.3 0.8
-4.5 -3.3 -0.8

Computed properties:
- Max |F|: 6.4 eV/Å
- Multiplicity: 1
- Relative energy (zero: lowest compared OMol25 entry of this formula, charge and spin): 53.40 kcal per mole
- LUMO: 0.862 eV
- Charge: 0


Record 3
A single C5H11N molecule at a distorted geometry. Source: the OMol25 dataset; level of theory: wB97M-V/def2-TZVPD.

Last column: natural (NBO) charge in e.
Geometry (Å):
1 C 1.52174 1.04525 -0.63557  -0.40
2 C 0.37575 0.33021 0.99004  -0.20
3 C -0.78437 -0.55353 1.31456  -0.42
4 C -1.39635 -0.73272 -0.06315  -0.39
5 C -0.45109 -0.21833 -1.15375  -0.22
6 H 1.81520 1.79122 0.05481  0.19
7 H 2.27657 0.30753 -0.40709  0.17
8 H 1.39642 1.39185 -1.74306  0.19
9 H 1.21980 -0.59078 0.76173  0.11
10 H 0.68195 1.12888 1.60853  0.22
11 H -0.61734 -1.57193 1.74221  0.22
12 H -1.78609 -0.01222 1.74456  0.21
13 H -1.49749 -1.73201 -0.10581  0.20
14 H -2.33288 -0.21198 -0.31046  0.20
15 H 0.28441 -1.01486 -1.38164  0.14
16 H -0.91174 -0.10241 -2.06749  0.21
17 N 0.20552 0.74583 -0.34841  -0.43

Cartesian forces, eV/Å:
0.5 2.7 -4.8
0.5 -5.3 -0.7
-4.5 1.6 0.8
-0.6 1.4 -1.9
1.8 -3.2 3.7
0.5 1.6 0.0
0.2 -1.3 -0.8
1.7 -0.2 1.7
-1.1 2.2 1.8
0.5 0.5 0.9
0.1 1.3 0.1
2.9 -1.2 0.5
-1.2 -3.5 -1.1
0.0 -0.3 0.9
0.2 -0.2 0.1
-1.1 1.8 -1.8
-0.5 2.2 0.3

Computed properties:
- Structure (SMILES): CN1CCCC1
- Max |F|: 5.5 eV/Å
- Multiplicity: 1
- Relative energy (zero: lowest compared OMol25 entry of this formula, charge and spin): 80.05 kcal per mole
- LUMO: 1.156 eV
- Charge: 0


Record 4
A molecular structure, C26H62N4O14Sr at a distorted geometry. Source: the OMol25 dataset; level of theory: wB97M-V/def2-TZVPD.

Last column: Löwdin charge in e.
Geometry (Å):
1 Sr -6.31999 -5.82540 -0.23808  1.51
2 O -10.40112 -0.87560 -2.77845  0.12
3 C -11.03683 -2.03742 -2.79516  -0.91
4 O -12.09025 -2.24031 -3.30642  0.11
5 O -10.42486 -3.03372 -2.36693  0.00
6 H -9.59966 -1.15410 -2.32933  0.10
7 O -2.49714 -0.40775 -1.25478  0.11
8 C -3.21826 -1.45955 -0.99272  -0.91
9 O -2.74302 -2.61445 -0.84095  -0.12
10 O -4.47920 -1.36074 -0.87856  -0.12
11 H -1.62209 -0.79876 -1.19999  0.10
12 C -1.38953 -2.59897 5.50065  -0.14
13 O -1.41667 -3.47879 6.58708  -0.18
14 C -1.43761 -4.83324 6.08874  -0.20
15 C -1.45337 -5.88246 7.25094  -0.20
16 N -1.30706 -7.25203 6.71025  -0.07
17 C -0.99345 -8.11213 7.83750  -0.22
18 C -1.22861 -9.63604 7.50692  -0.19
19 O -1.10218 -10.46938 8.70622  -0.20
20 C -0.69153 -11.78230 8.44156  -0.14
21 H -0.49831 -2.71907 4.88469  0.09
22 H -1.33217 -1.58698 5.90148  0.09
23 H -2.30444 -2.63894 4.90953  0.09
24 H -0.62088 -5.18151 5.45646  0.12
25 H -2.41131 -5.00386 5.62950  0.11
26 H -2.32618 -5.77696 7.89528  0.12
27 H -0.63148 -5.64913 7.92781  0.11
28 H -0.57344 -7.39724 6.03142  0.10
29 H -1.74772 -7.97696 8.61269  0.12
30 H 0.01266 -8.04145 8.25083  0.12
31 H -0.62319 -9.87524 6.63264  0.11
32 H -2.23611 -9.81762 7.13268  0.11
33 H -1.38259 -12.31234 7.78611  0.08
34 H -0.62180 -12.25851 9.41955  0.09
35 H 0.30856 -11.80534 8.00869  0.08
36 C -4.22006 0.31205 -7.88296  -0.10
37 O -3.01851 -0.42803 -7.73738  -0.20
38 C -2.90813 -1.29202 -6.65311  -0.22
39 C -1.50569 -2.03940 -6.72632  -0.18
40 N -0.53315 -1.28235 -5.97928  -0.08
41 C 0.56952 -2.06807 -5.59370  -0.25
42 C 1.58086 -1.20363 -4.85219  -0.20
43 O 1.02067 -0.95663 -3.54458  -0.19
44 C 1.92902 -0.29030 -2.72823  -0.13
45 H -4.28864 1.03974 -7.07435  0.09
46 H -5.09071 -0.34191 -7.83384  0.08
47 H -4.16468 0.80070 -8.85571  0.09
48 H -3.73032 -2.00438 -6.72134  0.11
49 H -3.06565 -0.82139 -5.68265  0.12
50 H -1.19282 -2.00279 -7.76981  0.12
51 H -1.61006 -3.08017 -6.41974  0.11
52 H -0.94748 -0.84136 -5.17061  0.11
53 H 1.05226 -2.46417 -6.48710  0.12
54 H 0.26773 -2.94645 -5.02321  0.12
55 H 1.71835 -0.30828 -5.45845  0.12
56 H 2.56658 -1.66099 -4.76684  0.11
57 H 1.61751 -0.31499 -1.68399  0.09
58 H 1.79684 0.72974 -3.08900  0.09
59 H 2.98296 -0.55374 -2.81715  0.08
60 C 0.45507 17.02966 -6.92280  -0.15
61 O 0.92218 15.73077 -6.70718  -0.17
62 C 0.50389 14.97116 -7.84606  -0.21
63 C 1.08662 13.52225 -7.80665  -0.21
64 N 0.68137 12.84197 -6.59785  -0.10
65 C 0.98256 11.43616 -6.59166  -0.22
66 C 0.42925 10.76787 -5.30825  -0.19
67 O 0.57060 9.33359 -5.47320  -0.21
68 C 0.11024 8.52313 -4.41002  -0.12
69 H -0.62342 17.08329 -7.07146  0.09
70 H 0.93741 17.58674 -7.72598  0.09
71 H 0.63843 17.59014 -6.00610  0.09
72 H 0.85792 15.40293 -8.78219  0.11
73 H -0.58088 14.90350 -7.92846  0.12
74 H 2.17599 13.52251 -7.84377  0.11
75 H 0.81372 12.89627 -8.65622  0.12
76 H 1.15384 13.29862 -5.83082  0.11
77 H 2.07074 11.37456 -6.57812  0.12
78 H 0.57433 10.92831 -7.46546  0.12
79 H -0.61515 11.07812 -5.27559  0.12
80 H 0.94622 11.07716 -4.39986  0.12
81 H -0.92644 8.74942 -4.16063  0.09
82 H 0.81370 8.68960 -3.59422  0.08
83 H 0.21578 7.45477 -4.59858  0.08
84 C 3.74600 0.01068 6.65851  -0.12
85 O 4.74558 -0.90908 7.10362  -0.18
86 C 4.70075 -2.15147 6.39162  -0.24
87 C 5.69050 -3.10910 6.96616  -0.21
88 N 5.69271 -4.29846 6.07679  -0.06
89 C 4.68354 -5.25605 6.48319  -0.21
90 C 4.50386 -6.38122 5.42954  -0.23
91 O 3.37667 -6.18369 4.62955  -0.20
92 C 3.50709 -5.44570 3.42422  -0.09
93 H 3.84718 0.93966 7.21963  0.08
94 H 2.71595 -0.34196 6.71081  0.08
95 H 3.88875 0.37695 5.64187  0.08
96 H 4.87039 -1.92207 5.33963  0.13
97 H 3.72743 -2.62589 6.51677  0.11
98 H 5.51665 -3.34806 8.01534  0.12
99 H 6.63687 -2.57387 6.88848  0.12
100 H 6.65039 -4.61929 6.07971  0.11
101 H 3.70023 -4.79911 6.59458  0.12
102 H 4.94976 -5.74871 7.41836  0.11
103 H 4.34959 -7.23949 6.08352  0.11
104 H 5.44197 -6.60752 4.92274  0.12
105 H 4.24362 -5.91204 2.76990  0.09
106 H 3.68722 -4.41177 3.71859  0.08
107 H 2.54780 -5.32210 2.92163  0.08

Cartesian forces, eV/Å:
0.2 1.2 -0.4
0.1 1.1 0.2
1.2 -1.2 -0.3
-3.9 1.0 -1.7
2.3 -1.8 1.8
0.7 0.5 0.2
1.5 1.2 -0.3
-5.6 -3.9 1.2
2.5 -0.2 -0.2
0.3 1.6 -0.4
0.8 0.3 -0.3
0.1 1.2 0.2
0.6 -1.9 -0.5
-1.3 -1.0 2.1
1.2 1.0 -0.8
-0.5 -0.1 1.1
-1.4 -2.7 0.3
-0.5 0.4 0.4
0.4 1.6 -1.4
0.3 0.0 0.4
0.0 -0.3 -0.2
0.0 0.0 0.1
0.0 -0.3 -0.3
0.2 0.9 -0.4
0.1 0.2 -0.8
-0.4 -0.3 -0.4
0.4 0.1 0.1
0.2 0.8 -0.2
0.3 0.6 0.3
0.1 0.4 0.1
0.8 -0.7 0.4
-0.3 0.4 0.1
-0.1 -0.1 0.0
-0.2 -0.2 -0.1
0.1 0.0 -0.2
0.6 -0.4 0.5
0.5 0.7 -0.8
0.4 -1.4 -0.3
-1.7 1.8 -0.3
-0.8 0.6 -0.1
1.5 -0.2 0.1
-0.9 -0.6 0.4
0.5 -1.5 -1.0
-0.5 1.8 -0.1
-0.2 0.3 0.0
-0.2 -0.1 -0.1
-0.1 0.0 0.2
-0.1 -0.5 0.0
0.3 0.4 0.2
-0.2 -0.3 -0.2
0.0 -0.2 0.3
-0.1 -0.1 0.1
0.1 0.0 -0.3
0.1 -0.2 0.5
-0.1 0.5 0.3
0.0 -0.3 0.2
-0.1 -0.3 -0.1
0.8 0.7 0.6
0.0 -0.5 -0.1
-0.1 1.2 1.3
-0.4 -0.6 -1.5
0.9 -1.9 -0.3
0.0 0.5 0.6
-1.3 0.5 0.1
0.8 -0.2 1.3
0.0 -1.0 -1.1
-0.2 0.5 -0.8
0.7 0.7 0.3
-0.2 -0.3 -0.2
0.2 -0.3 -0.3
0.1 0.0 0.1
0.2 0.5 0.0
-0.2 0.1 0.4
0.5 0.5 -0.2
-0.5 0.4 -0.2
-0.1 0.0 0.2
0.4 -0.8 -0.3
0.0 0.1 0.0
-0.3 -0.2 0.4
0.1 0.2 0.1
0.0 0.0 0.3
-0.4 0.2 0.7
-0.1 0.2 -0.8
0.6 0.5 0.0
-0.8 0.1 -0.2
-1.0 1.0 0.7
0.8 0.2 -1.3
0.0 1.6 0.7
0.8 -0.9 -1.1
0.1 0.5 1.6
-0.8 -0.9 -0.5
0.0 0.7 0.9
0.0 -0.3 0.5
0.0 -0.4 0.3
0.3 -0.5 -0.5
0.2 -0.4 -0.2
-0.5 0.3 -0.3
-0.2 0.0 0.1
0.4 -0.4 0.2
-0.3 -0.8 -0.1
0.2 0.2 0.1
0.0 0.0 0.4
-0.6 -0.5 -0.5
0.0 0.3 -0.6
0.1 0.4 -0.1
1.0 0.2 -0.4
-0.2 -0.9 0.1

Computed properties:
- Max |F|: 7.0 eV/Å
- Multiplicity: 1
- Relative energy (zero: lowest compared OMol25 entry of this formula, charge and spin): 14.55 kcal per mole
- LUMO: -4.957 eV
- Charge: 0